Record 1
The following is a quantum chemistry calculation of a molecular structure, C33H39N7Pb, from OMol25.

LUMO (alpha / beta): -12.3 / -13.8 eV
Frontier orbital gap (alpha / beta): 0.2278 / 0.1721 hartree
Total charge: +4
Spin multiplicity: 1
Total energy: -50496.148 eV

The geometry in XYZ format:
```
80
Properties=species:S:1:pos:R:3:forces:R:3:mulliken_charge:R:1
Pb -1.316741 0.000427 -0.815862 -0.1 -0.1 0.2 1.196
C 1.691716 -0.076593 5.926098 0.0 0.0 0.0 -2.055
C 0.186665 -0.151320 5.673161 0.0 0.0 0.0 1.922
C -0.362960 -1.460711 6.267512 0.0 0.0 0.0 -1.521
C -0.500884 1.052406 6.342683 0.0 0.0 0.0 -1.528
C -0.147942 -0.124996 4.195893 0.0 0.0 0.0 0.442
C -1.478024 -0.192493 3.760283 0.0 0.0 0.0 -0.991
C -1.760783 -0.166618 2.420302 0.0 0.0 0.0 -0.284
N -0.813415 -0.082811 1.464103 0.0 0.0 0.0 -0.461
C 0.479570 -0.011449 1.856130 0.0 0.0 0.0 -0.718
C 0.820170 -0.028813 3.196671 0.0 0.0 0.0 0.310
C 1.507809 0.103719 0.784732 0.0 0.0 0.0 -0.441
C 2.865381 0.121103 1.044124 0.0 0.0 0.0 0.679
C 3.792329 0.247663 0.005998 0.0 0.0 0.0 0.235
C 3.270036 0.343022 -1.288732 0.0 0.0 0.0 -0.652
C 1.910858 0.308084 -1.483200 0.0 0.0 0.0 -0.667
N 1.035207 0.192873 -0.470081 0.0 0.1 0.0 -0.401
C 5.290736 0.277179 0.239048 0.0 0.0 0.0 1.830
C 5.646595 0.203711 1.723293 0.0 0.0 0.0 -2.043
C 5.848820 1.584711 -0.349900 0.0 0.0 0.0 -1.537
C 5.910562 -0.928424 -0.489948 0.0 0.0 0.0 -1.532
H 1.872917 -0.102409 6.999416 0.0 0.0 0.0 0.421
H 2.126437 0.852699 5.550998 0.0 0.0 0.0 0.443
H 2.224048 -0.925482 5.491106 0.0 0.0 0.0 0.457
H -0.106530 -1.504402 7.325497 0.0 0.0 0.0 0.462
H 0.073343 -2.334659 5.781101 0.0 0.0 0.0 0.375
H -1.449267 -1.523488 6.192535 0.0 0.0 0.0 0.353
H -0.250000 1.059251 7.402889 0.0 0.0 0.0 0.464
H -1.587682 1.001452 6.264772 0.0 0.0 0.0 0.344
H -0.161765 1.996309 5.912565 0.0 0.0 0.0 0.378
H -2.291399 -0.264353 4.468324 0.0 0.0 0.0 0.527
H -2.782687 -0.219200 2.073664 0.0 0.0 0.0 0.263
H 1.857344 0.039449 3.480599 0.0 0.0 0.0 0.480
H 3.225544 0.035941 2.056281 0.0 0.0 0.0 0.429
H 3.922242 0.444705 -2.144136 0.0 0.0 0.0 0.492
H 1.492553 0.378826 -2.481247 0.0 0.0 0.0 0.442
H 5.241203 1.048359 2.285209 0.0 0.0 0.0 0.453
H 6.729529 0.239128 1.830577 0.0 0.0 0.0 0.426
H 5.311165 -0.729360 2.181784 0.0 0.0 0.0 0.438
H 5.380648 2.459843 0.103622 0.0 0.0 0.0 0.379
H 5.716917 1.639407 -1.430965 0.0 0.0 0.0 0.361
H 6.918438 1.636235 -0.149348 0.0 0.0 0.0 0.463
H 5.509452 -1.871419 -0.114916 0.0 0.0 0.0 0.380
H 6.986922 -0.931085 -0.320642 0.0 0.0 0.0 0.459
H 5.747595 -0.883469 -1.567465 0.0 0.0 0.0 0.367
N -5.224809 0.215588 0.182761 0.0 0.0 0.0 0.055
C -4.842535 -1.096859 0.112627 0.0 0.0 0.0 0.664
C -5.887965 -2.039542 0.225717 0.0 0.0 0.0 -0.696
C -5.582321 -3.388119 0.228084 0.0 0.0 0.0 -0.543
C -4.252864 -3.752111 0.117251 0.0 0.0 0.0 -0.815
C -3.282441 -2.743025 -0.012745 0.0 0.0 0.0 0.080
N -3.547139 -1.447122 -0.025450 0.0 0.0 0.1 0.058
C -4.596923 1.450754 0.241068 0.0 0.0 0.0 0.555
C -5.451921 2.536935 0.480580 0.0 0.0 0.0 -0.606
C -4.914176 3.807239 0.600729 0.0 0.0 0.0 -0.544
C -3.544547 3.949409 0.477914 0.0 0.0 0.0 -0.855
C -2.774501 2.811710 0.223157 0.0 0.0 0.0 0.051
N -3.265945 1.582572 0.097008 0.0 0.0 0.0 0.059
H -6.231752 0.310159 0.279033 0.0 0.0 0.0 0.138
H -6.914934 -1.707229 0.322707 0.0 0.0 0.0 0.463
H -6.364211 -4.130219 0.320268 0.0 0.0 0.0 0.482
H -3.947092 -4.789627 0.122461 0.0 0.0 0.0 0.447
H -2.240336 -3.030072 -0.110444 0.0 0.0 0.0 0.390
H -6.519749 2.382910 0.581658 0.0 0.0 0.0 0.433
H -5.554176 4.658820 0.790037 0.0 0.0 0.0 0.478
H -3.063972 4.913841 0.568999 0.0 0.0 0.0 0.449
H -1.698677 2.919336 0.122069 0.0 0.0 0.0 0.417
N 0.695447 -0.509608 -10.698861 0.0 0.0 0.0 -0.291
C 0.450707 -0.485558 -9.401850 0.0 0.0 0.0 1.151
C 1.019935 -1.464156 -8.531450 0.0 0.0 0.0 -0.366
C 0.723422 -1.383732 -7.193494 0.0 0.0 0.0 -0.363
N -0.069737 -0.437788 -6.656644 0.1 0.0 -0.3 -0.444
C -0.606729 0.483943 -7.478468 0.0 0.0 0.0 -0.342
C -0.391541 0.518159 -8.833503 0.0 0.0 0.0 -0.373
H 1.290429 -1.218463 -11.115999 0.0 0.0 0.0 0.270
H 0.296777 0.178522 -11.329669 0.0 0.0 0.0 0.270
H 1.662344 -2.243668 -8.920263 0.0 0.0 0.0 0.364
H 1.133882 -2.112281 -6.507052 0.0 0.0 0.0 0.391
H -1.241243 1.227790 -7.015533 0.0 0.0 0.0 0.375
H -0.843403 1.278540 -9.457233 0.0 0.0 0.0 0.363
```
Forces are in eV/Å.

Record 2
The following is a quantum chemistry calculation of a molecular structure, C33H40AsBrGaN3O, from OMol25.

LUMO: -0.1 eV
Frontier orbital gap: 0.2141 hartree
Spin multiplicity: 1
Total energy: -224644.644 eV

The geometry in XYZ format:
```
80
Properties=species:S:1:pos:R:3:forces:R:3:mulliken_charge:R:1
Ga -0.132478 0.868874 0.548559 0.1 0.0 0.0 -0.438
Br -4.061892 1.863840 -4.742765 0.0 0.0 0.0 -0.203
C -2.942332 1.556159 -3.243456 0.0 0.0 0.0 -0.264
C -1.574275 1.451091 -3.427419 0.0 0.0 0.0 -0.304
C -0.764633 1.222128 -2.323211 0.0 0.0 0.0 0.065
C -1.286996 1.090507 -1.033517 0.0 0.1 0.0 0.078
C -2.670511 1.220850 -0.894041 0.0 0.0 0.0 0.026
C -3.502751 1.446739 -1.983417 0.0 0.0 0.0 -0.731
H -1.152934 1.551604 -4.419422 0.0 0.0 0.0 0.473
H 0.306410 1.149195 -2.482076 0.0 0.0 0.0 0.420
H -3.123445 1.154674 0.089581 0.0 0.0 0.0 0.426
H -4.572369 1.541924 -1.854148 0.0 0.0 0.0 0.440
C 3.456335 3.575093 -4.099245 0.0 0.0 0.0 -1.598
C 3.518771 2.077428 -4.221373 0.0 0.0 0.0 0.581
C 2.367161 1.319399 -4.398464 0.0 0.0 0.0 -0.375
C 2.414684 -0.063489 -4.500280 0.0 0.0 0.0 -0.188
C 3.633196 -0.720213 -4.405003 0.0 0.0 0.0 0.243
N 3.730250 -2.136130 -4.473111 0.1 0.0 0.1 -0.097
C 2.817508 -3.063006 -4.026331 0.0 0.0 0.0 0.214
O 2.699623 -4.154657 -4.542683 0.0 0.0 0.0 -0.677
N 2.024301 -2.697887 -2.948189 0.0 0.0 0.0 -0.070
C 2.312864 -1.791443 -1.914857 0.0 0.0 0.0 -0.311
C 3.603841 -1.520202 -1.471701 0.0 0.0 0.0 -0.251
C 3.787358 -0.605346 -0.451765 0.0 0.0 0.0 -1.009
C 2.687222 0.016769 0.112112 0.0 0.0 0.0 -0.282
N 1.450521 -0.266545 -0.300752 0.0 0.1 0.0 0.306
C 1.262002 -1.142757 -1.285755 0.0 -0.1 0.0 -0.220
C 4.796302 0.024032 -4.243474 0.0 0.0 0.0 -0.398
C 4.736814 1.404434 -4.161790 0.0 0.0 0.0 -0.659
H 2.429031 3.931816 -4.157877 0.0 0.0 0.0 0.342
H 4.028187 4.058729 -4.892711 0.0 0.0 0.0 0.382
H 3.872067 3.906127 -3.146343 0.0 0.0 0.0 0.353
H 1.410928 1.823948 -4.472019 0.0 0.0 0.0 0.263
H 1.504104 -0.630097 -4.649592 0.0 0.0 0.0 0.395
H 4.349337 -2.522773 -5.168407 0.0 0.0 0.0 0.259
H 1.264961 -3.343774 -2.800715 0.0 0.0 0.0 0.250
H 4.447294 -2.020320 -1.927738 0.0 0.0 0.0 0.547
H 4.779107 -0.372641 -0.090761 0.0 0.0 0.0 0.445
H 2.744561 0.764436 0.896469 0.0 0.0 0.0 0.549
H 0.234893 -1.327995 -1.581160 0.0 0.0 0.0 0.588
H 5.748171 -0.488515 -4.168007 0.0 0.0 0.0 0.421
H 5.653095 1.968706 -4.032975 0.0 0.0 0.0 0.395
C -1.457035 -3.651348 1.292145 0.0 0.0 0.0 -1.336
As -1.089994 -1.750915 1.613647 -0.1 -0.1 0.0 0.430
C -0.303615 -1.917581 3.387637 0.0 0.0 0.0 -1.197
C -2.903029 -1.117588 2.098628 0.0 0.0 0.0 -0.429
C -3.614344 -1.921850 3.136775 0.0 0.0 0.0 0.200
C -3.475437 -1.617777 4.490320 0.0 0.0 0.0 -0.215
C -4.111272 -2.378511 5.459914 0.0 0.0 0.0 -0.717
C -4.901533 -3.458793 5.093059 0.0 0.0 0.0 -0.448
C -5.055909 -3.766326 3.748857 0.0 0.0 0.0 -0.673
C -4.418031 -3.003835 2.781567 0.0 0.0 0.0 -0.306
H -2.029233 -4.083933 2.112287 0.0 0.0 0.0 0.436
H -0.505618 -4.175501 1.201311 0.0 0.0 0.0 0.406
H -2.010342 -3.770269 0.360739 0.0 0.0 0.0 0.351
H -0.944337 -2.507933 4.041125 0.0 0.0 0.0 0.505
H -0.163841 -0.919014 3.799696 0.0 0.0 0.0 0.187
H 0.668353 -2.402224 3.297614 0.0 0.0 0.0 0.406
H -3.467195 -1.086027 1.164925 0.0 0.0 0.0 0.606
H -2.745080 -0.089678 2.431389 0.0 0.0 0.0 -0.286
H -2.868411 -0.767939 4.781765 0.0 0.0 0.0 0.470
H -3.993574 -2.122755 6.505216 0.0 0.0 0.0 0.406
H -5.400159 -4.051413 5.848772 0.0 0.0 0.0 0.380
H -5.679173 -4.599956 3.451165 0.0 0.0 0.0 0.390
H -4.550423 -3.245245 1.732752 0.0 0.0 0.0 0.393
C 0.908951 3.583845 3.589687 0.0 0.0 0.0 -2.040
C -0.130921 2.875486 2.709792 0.0 0.0 0.0 1.606
C -1.328862 2.501740 3.601353 0.0 0.0 0.0 -1.421
C -0.617086 3.862534 1.646587 0.0 0.0 0.0 -1.777
C 0.518954 1.656017 2.070716 -0.3 0.0 0.2 -0.457
H 0.500527 4.496846 4.034064 0.0 0.0 0.0 0.441
H 1.787840 3.846087 2.998385 0.0 0.0 0.0 0.379
H 1.234087 2.928309 4.401767 0.0 0.0 0.0 0.421
H -1.727093 3.367626 4.142072 0.0 0.0 0.0 0.503
H -1.034836 1.747532 4.336583 0.0 0.0 0.0 0.294
H -2.130604 2.078748 2.989528 0.0 0.0 0.0 0.152
H -1.071798 4.745954 2.103779 0.0 0.0 0.0 0.473
H -1.373404 3.403952 1.000165 0.0 0.0 0.0 0.244
H 0.214756 4.185749 1.017624 0.0 0.0 0.0 0.344
H 0.982439 1.005273 2.816421 0.2 0.0 -0.1 0.495
```
Forces are in eV/Å.